[1]
Computed, not measured: C5H8O in the gas phase, with ωB97M-V/def2-TZVPD.

The HOMO-LUMO gap is 10.42 eV. The calculation puts the energy above the lowest of the compared OMol25 structures with the same formula, charge and spin at 23.8 kcal per mole. Its SMILES is C[C@H]1CCC1=O. As for the LUMO energy: 0.034 Eh. The calculation puts the HOMO energy at -9.5 eV. The value obtained for the electronic energy is -7361.2224 eV.

Geometry as XYZ:
```
14
C5H8O ωB97M-V/def2-TZVPD
C 1.820 -0.455 0.174
C 0.513 0.314 0.013
C -0.574 -0.352 -0.829
C -1.684 0.404 -0.085
C -0.626 0.507 1.064
O -0.682 0.546 2.262
H 2.301 -0.241 1.129
H 1.643 -1.535 0.102
H 2.532 -0.211 -0.629
H 0.704 1.313 -0.411
H -0.448 -0.237 -1.901
H -0.620 -1.412 -0.549
H -1.889 1.389 -0.527
H -2.641 -0.119 0.023
```


[2]
Computed, not measured: C15H19ClO4S in the gas phase, with ωB97M-V/def2-TZVPD.

The HOMO-LUMO gap is 8.84 eV. The calculation puts the energy above the lowest of the compared OMol25 structures with the same formula, charge and spin at 0.0 kcal per mole. Its SMILES is CC(=O)Oc1ccc(OC(C)=O)c(SCCCCCCl)c1. As for the LUMO energy: 0.028 Eh. The calculation puts the HOMO energy at -8.1 eV. The value obtained for the electronic energy is -47411.8551 eV.

Geometry as XYZ:
```
40
C15H19ClO4S ωB97M-V/def2-TZVPD
C 2.114 3.089 4.377
C 1.765 2.527 3.025
O 0.994 3.018 2.249
O 2.472 1.403 2.804
C 2.367 0.694 1.615
C 3.533 0.122 1.126
C 3.492 -0.635 -0.032
C 2.295 -0.796 -0.704
O 2.148 -1.558 -1.851
C 3.073 -1.562 -2.830
C 2.623 -2.471 -3.942
O 4.095 -0.936 -2.811
C 1.117 -0.218 -0.212
S -0.328 -0.502 -1.167
C -1.566 0.589 -0.368
C -2.825 0.669 -1.217
C -3.491 -0.684 -1.473
C -3.956 -1.438 -0.225
C -5.043 -0.730 0.571
Cl -4.383 0.491 1.700
C 1.154 0.513 0.966
H 3.024 3.678 4.283
H 1.312 3.735 4.721
H 2.295 2.285 5.084
H 4.459 0.269 1.657
H 4.393 -1.083 -0.419
H 3.203 -2.269 -4.836
H 1.562 -2.328 -4.128
H 2.781 -3.504 -3.637
H -1.118 1.577 -0.275
H -1.787 0.189 0.620
H -2.571 1.109 -2.184
H -3.523 1.343 -0.717
H -4.353 -0.523 -2.126
H -2.784 -1.321 -2.007
H -4.367 -2.397 -0.551
H -3.108 -1.655 0.424
H -5.739 -0.206 -0.085
H -5.590 -1.437 1.194
H 0.262 0.951 1.377
```